This record from the OMol25 dataset describes a 4-piece molecular cluster, C20H42F6N5O4 overall in a non-equilibrium geometry. The level of theory is ωB97M-V/def2-TZVPD.

```
77
C20H42F6N5O4 | the OMol25 dataset | ωB97M-V/def2-TZVPD
C -0.2122 3.1421 -3.6432
O -0.5264 1.7622 -3.5624
C 0.1782 1.0972 -2.5462
C -0.4897 1.2316 -1.1618
C -1.3842 0.0678 -0.7830
N -0.6512 -1.1482 -0.2585
F 0.6399 -1.2187 -0.7227
C -1.4392 -2.3672 -0.6782
C -1.2228 -2.7699 -2.1363
N -2.4048 -2.5823 -2.9988
C -0.5828 -1.1800 1.2472
C -0.0177 0.0788 1.8664
C 1.5112 0.2434 1.7857
C 2.3082 -0.8715 2.4416
F 3.1947 -0.2867 3.2752
F 1.5738 -1.6817 3.2020
C 3.1875 -1.6817 1.4726
F 4.1367 -2.2940 2.1348
F 3.7731 -0.8850 0.6352
F 2.4965 -2.6054 0.8462
H 0.4581 3.3446 -4.4776
H -1.1228 3.7117 -3.8169
H 0.2276 3.5184 -2.7198
H 1.1725 1.5441 -2.4587
H 0.3582 0.0572 -2.8050
H -1.1368 2.1042 -1.1998
H 0.2622 1.4662 -0.4172
H -2.0001 0.3989 0.0495
H -2.0686 -0.2027 -1.5765
H -1.2496 -3.1877 0.0037
H -2.4845 -2.1068 -0.5606
H -0.3702 -2.2850 -2.6117
H -0.9957 -3.8347 -2.1255
H -3.1596 -2.0926 -2.5395
H -2.1249 -2.1043 -3.8437
H -1.6157 -1.2684 1.5726
H -0.0798 -2.0975 1.5343
H -0.2668 0.0269 2.9259
H -0.5272 0.9814 1.4972
H 1.7791 0.4100 0.7498
H 1.7545 1.1773 2.2895
C -1.3545 2.8410 2.7249
O -1.7913 2.3947 1.6668
N -2.1056 3.3503 3.7019
C -1.5252 3.8637 4.9311
C -3.5511 3.3937 3.5307
H -0.2761 2.8549 2.9465
H -1.9170 3.3058 5.7827
H -1.7819 4.9178 5.0453
H -0.4419 3.7629 4.9101
H -3.9337 2.3836 3.3833
H -3.7988 3.9866 2.6504
H -4.0153 3.8340 4.4088
C 2.0872 4.3291 1.9010
O 1.8122 3.1591 1.6553
N 3.3229 4.8300 1.9253
C 3.5854 6.2281 2.2229
C 4.4439 3.9442 1.6440
H 1.3087 5.0769 2.1268
H 4.0946 6.6932 1.3778
H 4.2194 6.3014 3.1075
H 2.6540 6.7580 2.4099
H 4.3334 3.5179 0.6466
H 4.4578 3.1280 2.3670
H 5.3768 4.4978 1.7021
C -2.3959 -6.8171 -3.0260
O -2.3236 -5.9533 -2.1681
N -1.4561 -7.0641 -3.9545
C -1.6087 -8.1128 -4.9470
C -0.2511 -6.2551 -3.9635
H -3.2691 -7.4847 -3.1074
H -0.7967 -8.8352 -4.8473
H -1.5808 -7.6791 -5.9482
H -2.5574 -8.6272 -4.8115
H 0.2670 -6.3546 -3.0081
H -0.5154 -5.2054 -4.1051
H 0.4055 -6.5758 -4.7678
```

For the total energy, the calculation gives -53358.541 eV. The calculation puts the highest occupied orbital energy at -11.2 eV. The value obtained for the frontier orbital gap is 9.25 eV. Its net charge is +1.